1.
The following is a DFT calculation (the ωB97M-V functional and the def2-TZVPD basis) of a single C4H12N4 molecule at a distorted geometry.

Output
SMILES	CC(C)N(C)/N=N/N
lowest unoccupied orbital energy	1.1	eV

Last column: Mulliken charge in e.
Element x y z (Å)
C -0.24 1.87 -0.20  -1.24
C -0.59 0.62 0.58  0.42
C -1.95 0.03 0.26  -1.37
N 0.63 -0.62 0.74  0.34
C 1.62 -0.74 1.79  -0.95
N 1.00 -1.14 -0.43  -0.48
N 0.24 -0.78 -1.36  0.41
N 0.56 -1.44 -2.52  -0.86
H -0.35 1.74 -1.28  0.26
H -0.92 2.69 0.08  0.38
H 0.78 2.19 -0.01  0.35
H -0.59 0.87 1.64  0.34
H -2.75 0.69 0.63  0.40
H -2.13 -0.07 -0.81  0.25
H -2.06 -0.97 0.70  0.37
H 1.55 -0.01 2.59  0.31
H 2.65 -0.65 1.43  0.32
H 1.57 -1.72 2.28  0.31
H -0.25 -1.68 -3.08  0.22
H 1.23 -0.87 -3.03  0.22

---

2.
The following is a DFT calculation (the ωB97M-V functional and the def2-TZVPD basis) of a single C9H8BrNO molecule at a distorted geometry.

Output
SMILES	CC(=O)/N=C1/C=CC=C/C1=C\Br
lowest unoccupied orbital energy (spin up / spin down)	-0.9 / -0.9	eV

Last column: Mulliken charge in e.
Element x y z (Å)
C -0.56 -2.58 1.76  -1.19
C 0.25 -1.37 1.61  0.78
O 0.37 -0.56 2.49  -0.60
N 0.82 -1.27 0.40  -0.59
C 0.68 -0.21 -0.32  0.70
C 1.15 -0.21 -1.72  -0.50
C 0.64 0.60 -2.66  -0.54
C -0.45 1.53 -2.23  -0.39
C -0.76 1.65 -0.91  -0.63
C 0.04 1.05 0.06  0.71
C 0.03 1.53 1.36  -0.62
Br -1.24 2.92 1.85  -0.19
H -1.56 -2.48 1.85  0.34
H -0.27 -3.06 2.63  0.36
H -0.35 -3.27 0.89  0.32
H 1.91 -1.01 -1.93  0.32
H 0.98 0.78 -3.61  0.50
H -1.05 2.08 -2.96  0.37
H -1.42 2.48 -0.56  0.23
H 0.78 1.39 2.00  0.63

---

3.
The following is a DFT calculation (the ωB97M-V functional and the def2-TZVPD basis) of a single C2HClO3 molecule at a distorted geometry.

Output
lowest unoccupied orbital energy	0.1	eV

Last column: Mulliken charge in e.
Element x y z (Å)
C 0.00 -0.73 0.43  -0.10
C 0.49 -0.19 -0.69  0.37
O -0.70 0.02 1.34  -0.20
O -0.04 1.58 -0.13  -0.35
O -1.10 1.20 0.65  -0.01
Cl 1.12 -0.13 -2.25  -0.08
H 0.24 -1.75 0.64  0.36

---

4.
The following is a DFT calculation (the ωB97M-V functional and the def2-TZVPD basis) of a gas-phase ion, C6H13N3O2P (charge -1) at a distorted geometry.

Output
charge	-1
lowest unoccupied orbital energy	3.4	eV

Last column: Mulliken charge in e.
Element x y z (Å)
C 2.81 -0.55 -0.75  -1.33
C 1.49 0.15 -1.09  0.82
O 1.29 0.43 -2.27  -0.65
N 0.65 0.40 -0.05  0.05
C 1.23 0.65 1.26  -1.13
P -1.11 0.83 -0.30  -0.38
C -1.50 -0.87 -1.07  -0.82
C -1.41 -1.97 -0.07  0.14
N -2.26 -2.93 -0.07  -0.71
O -0.76 2.55 0.43  -0.50
C -1.38 2.81 1.50  0.65
N -1.84 2.95 2.56  -0.62
H 3.57 0.22 -0.65  0.27
H 3.09 -1.21 -1.57  0.37
H 2.76 -1.14 0.17  0.33
H 1.50 -0.29 1.76  0.30
H 2.16 1.22 1.18  0.38
H 0.53 1.16 1.92  0.38
H -1.36 0.34 1.03  0.07
H -2.51 1.22 -0.39  0.10
H -0.89 1.44 -1.56  -0.01
H -0.90 -1.07 -1.95  0.36
H -2.54 -0.86 -1.39  0.39
H -0.59 -1.97 0.65  0.29
H -2.05 -3.58 0.68  0.25